# C4H5N3

C4H5N3 in the gas phase (the ωB97M-V functional and the def2-TZVPD basis, the Open Molecules 2025 dataset).

Structure (ORCA input):
```
! wB97M-V def2-TZVPD RIJCOSX def2/J DEFGRID3
* xyz 0 1
N -1.22 0.56 0.96
C -0.20 -0.19 -1.22
C -0.09 1.14 -1.13
N -0.05 0.56 0.19
C 1.11 -0.24 0.67
N 1.21 -1.36 0.04
C 0.32 -1.45 -1.02
H -1.25 1.40 1.52
H -1.24 -0.28 1.53
H -0.52 2.09 -1.39
H 1.72 0.09 1.50
H 0.21 -2.33 -1.64
*
```

Computed properties:
- LUMO: 0.03013 Eh
- Frontier orbital gap: 0.3072 Eh

natural (NBO) population analysis, charges in e, atoms 1 to 5:
1. N -0.65
2. C 0.18
3. C -0.19
4. N -0.15
5. C 0.04

=====

# C5H10N4O

A molecular structure, C5H10N4O at a distorted geometry (the ωB97M-V functional and the def2-TZVPD basis, the Open Molecules 2025 dataset).

Structure (ORCA input):
```
! wB97M-V def2-TZVPD RIJCOSX def2/J DEFGRID3
* xyz 0 1
C -0.40 1.87 -2.15
N 0.59 0.39 0.59
N -0.70 2.08 -0.73
C -0.26 -0.66 0.39
C 0.37 1.73 0.21
C 0.19 -1.99 0.91
N -0.40 -3.03 0.23
C 1.07 -2.13 1.92
N 0.84 2.78 0.70
O -1.34 -0.55 -0.18
H 1.42 0.26 1.14
H -1.56 1.58 -0.49
H -0.41 -3.93 0.68
H -1.26 -2.77 -0.24
H -0.04 3.28 -0.13
H -0.32 0.81 -2.39
H -1.19 2.31 -2.75
H 0.54 2.37 -2.38
H 1.51 -1.29 2.43
H 1.38 -3.11 2.25
*
```

Computed properties:
- LUMO: 0.02165 Eh
- Frontier orbital gap: 0.3480 Eh

natural (NBO) population analysis, charges in e, atoms 1 to 5:
1. C -0.42
2. N -0.63
3. N -0.68
4. C 0.66
5. C 0.46

=====

# C3H3N3O

C3H3N3O in the gas phase at a distorted geometry (the ωB97M-V functional and the def2-TZVPD basis, the Open Molecules 2025 dataset).

Structure (ORCA input):
```
! wB97M-V def2-TZVPD RIJCOSX def2/J DEFGRID3
* xyz 0 1
O 1.71 -0.91 -0.81
C 1.06 -0.53 0.12
N 0.01 -1.35 0.58
C -1.04 -0.80 0.09
C -1.09 0.64 -0.14
N -0.11 1.42 0.19
N 1.04 0.79 0.58
H -1.87 -1.46 -0.18
H -1.99 1.12 -0.48
H 1.85 1.32 0.27
*
```

Computed properties:
- LUMO: -0.01846 Eh
- Frontier orbital gap: 0.3546 Eh

natural (NBO) population analysis, charges in e, atoms 1 to 5:
1. O -0.52
2. C 0.74
3. N -0.41
4. C 0.06
5. C -0.09